Entry 1:
Formula: C3H7NO
Source: the OMol25 dataset
Level of theory: wB97M-V/def2-TZVPD

Structure (ORCA input):
```
! RIJCOSX wB97M-V def2-TZVPD def2/J DEFGRID3
* xyz -1 2
C -1.0861 0.3403 0.4980
C 0.1129 -0.3726 -0.1627
C 1.5453 -0.0522 0.0444
O 2.2087 0.7665 -0.6739
N -2.2270 -0.5237 0.2805
H -1.4920 1.3119 0.1687
H -0.8189 0.4220 1.6663
H -0.1941 -0.2685 -1.2929
H -0.0857 -1.4301 0.0728
H 1.9694 -0.3100 1.0114
H -1.8452 -1.3860 -0.0713
H -3.0463 -0.2987 -0.4058
*
```

The frontier orbital gap (alpha / beta) comes out at 4.09 / 7.31 eV. As for the energy above the lowest of the compared OMol25 structures with the same formula, charge and spin: 27.2 kcal per mole.


Entry 2:
Formula: C26H26CeN7O2S2
Source: the OMol25 dataset
Level of theory: wB97M-V/def2-TZVPD

Structure (ORCA input):
```
! RIJCOSX wB97M-V def2-TZVPD def2/J DEFGRID3
* xyz 3 1
Ce 1.3873 0.0617 -0.4357
C 9.6565 -1.7128 0.4988
C 8.2072 -1.4201 0.3236
C 7.2710 -2.4614 0.2573
C 5.9285 -2.2017 0.0973
C 5.5230 -0.8554 -0.0120
C 6.4357 0.2114 0.0619
C 7.7672 -0.0947 0.2236
S 3.8830 -0.5702 -0.1848
O 3.2085 -1.1822 -1.3688
O 3.5314 0.9021 -0.2684
N 2.8283 -1.1283 0.9185
C 2.5767 -0.3322 2.0891
C 3.4688 -0.0518 3.1030
C 2.9745 0.7204 4.1453
C 1.6524 1.1740 4.1121
C 0.8531 0.8660 3.0319
N 1.3142 0.1029 2.0193
H 9.8635 -2.7783 0.4729
H 10.0046 -1.3141 1.4536
H 10.2393 -1.2200 -0.2793
H 7.6114 -3.4852 0.3215
H 5.2158 -3.0130 0.0325
H 6.1100 1.2375 -0.0316
H 8.4946 0.7046 0.2608
H 4.4751 -0.4420 3.0931
H 3.6059 0.9657 4.9877
H 1.2446 1.7578 4.9230
H -0.1785 1.1899 2.9732
N -5.8906 -1.0143 -2.0972
C -7.1826 -0.9903 -1.6462
C -8.4064 -1.1901 -2.3013
C -9.5209 -1.0864 -1.5134
C -9.4546 -0.7959 -0.1231
C -8.2617 -0.6028 0.5118
C -7.0926 -0.7048 -0.2714
N -5.7923 -0.5763 0.0970
C -5.0887 -0.7675 -1.0051
C -3.6629 -0.7180 -1.0025
C -2.8683 -0.8184 -2.1640
C -1.5016 -0.7458 -2.0710
N -0.8644 -0.6049 -0.8843
C -1.6234 -0.5537 0.2394
C -2.9901 -0.5747 0.2307
H -5.6084 -1.2447 -3.0338
H -8.4722 -1.4150 -3.3545
H -10.4946 -1.2317 -1.9606
H -10.3793 -0.7356 0.4307
H -8.2016 -0.3904 1.5677
H -3.3050 -0.9545 -3.1423
H -0.8843 -0.8201 -2.9605
H -1.0822 -0.5085 1.1857
H -3.5572 -0.5375 1.1491
C -0.9362 2.7894 -2.8058
N -1.5693 3.0190 -1.5116
C -0.9686 3.0551 -0.3355
N -1.6328 3.4313 0.7511
S 0.7456 2.7309 -0.1473
H -1.7267 2.6531 -3.5383
H -0.3229 1.8790 -2.7773
H -0.3181 3.6431 -3.0850
H -2.5292 3.3409 -1.5470
H -2.5776 3.7889 0.6920
H -1.1318 3.6208 1.6044
*
```

The frontier orbital gap comes out at 3.66 eV.


Entry 3:
Formula: C49H62Ge2N5O5S4W
Source: the OMol25 dataset
Level of theory: wB97M-V/def2-TZVPD

Structure (ORCA input):
```
! RIJCOSX wB97M-V def2-TZVPD def2/J DEFGRID3
* xyz 3 1
W 13.9558 11.9667 10.6509
N 12.5017 11.0208 9.2778
N 12.9764 9.9892 8.4517
C 13.9229 9.2656 9.0791
N 14.2283 8.0709 8.5162
N 14.5479 9.8705 10.1327
N 15.1056 8.9754 11.1290
O 15.8180 8.0304 10.7546
O 14.9302 9.2473 12.2739
H 11.7069 10.4973 9.8901
H 11.9856 11.7981 8.8172
H 12.6953 9.9498 7.4502
H 13.6513 7.6880 7.7504
H 14.8526 7.4552 9.0028
C 13.1831 21.6863 9.5837
C 13.9207 20.9364 10.6910
C 13.2620 20.2446 11.6810
C 13.8891 19.6240 12.7576
C 12.9753 18.8805 13.7654
C 15.3095 19.7047 12.9108
C 16.0468 20.4466 11.9375
C 17.5386 20.3806 11.8866
C 15.3119 21.0306 10.8520
C 15.9799 18.9464 14.0409
C 16.2560 19.3103 15.3344
C 17.0159 18.4841 16.1661
C 17.4000 17.1676 15.8001
C 16.9648 16.7520 14.5594
C 16.3032 17.6257 13.7011
Ge 15.8656 16.8894 12.0199
S 12.3791 13.0387 11.6499
S 13.9537 15.8504 11.5576
Ge 14.9577 15.6209 9.4849
S 15.2646 13.2124 9.5517
S 16.9308 16.3940 10.2515
C 14.2958 16.2515 7.6653
C 15.2313 16.6701 6.6984
C 14.6588 17.2774 5.5777
C 13.2741 17.3159 5.3339
C 12.4470 16.6862 6.2463
C 12.9406 16.1586 7.4526
C 11.9551 15.5288 8.4349
C 11.5257 14.1787 8.2620
C 12.1142 13.3473 7.1351
C 10.5215 13.7796 9.1290
C 9.8888 14.5903 10.1142
C 8.7631 13.9392 10.8394
C 10.3535 15.8458 10.2168
C 11.3660 16.3473 9.3915
C 11.7956 17.7533 9.5240
C 16.7003 16.5077 6.8624
C 17.2212 15.2184 6.7789
C 16.4937 14.1006 6.1231
C 18.5980 15.0603 6.9551
C 19.3656 16.1752 7.3798
C 20.9134 16.1246 7.6829
C 18.8202 17.4639 7.3614
C 17.5047 17.6456 7.0946
C 16.9147 19.0176 7.0644
C 17.1067 15.3558 14.1882
C 18.4223 14.8733 13.7686
C 19.6485 15.7268 13.8093
C 18.4860 13.6112 13.2943
C 17.3616 12.8081 13.2911
C 17.5785 11.3448 12.8685
C 16.1346 13.2817 13.7504
C 15.9434 14.5964 14.2064
C 14.6485 15.1041 14.8696
H 13.4937 21.4855 8.5937
H 13.3468 22.7151 9.7305
H 12.0898 21.5194 9.6565
H 12.2094 20.0948 11.6584
H 12.7104 17.9485 13.2418
H 12.0134 19.4815 13.9030
H 13.2863 18.5931 14.7926
H 17.9777 21.0273 11.1440
H 17.9402 19.3835 11.5652
H 18.0408 20.5516 12.8248
H 15.8972 21.6317 10.1027
H 16.0538 20.3064 15.5546
H 17.4421 18.8502 17.0373
H 17.9316 16.5039 16.4672
H 15.3041 17.5661 4.7488
H 12.8783 17.8299 4.4273
H 11.3832 16.5790 6.0677
H 12.0789 13.9849 6.3290
H 11.5323 12.4332 6.7888
H 13.1947 13.1157 7.3198
H 9.9125 12.9136 8.7993
H 8.4016 13.1230 10.0857
H 8.0260 14.5993 11.1722
H 9.0889 13.4574 11.8282
H 9.8842 16.5381 10.8391
H 12.8676 17.8378 9.3699
H 11.5119 18.1355 10.4633
H 11.3906 18.4307 8.6597
H 17.1597 13.5008 5.5448
H 15.7942 14.5568 5.5129
H 15.9369 13.5853 6.8303
H 19.0191 14.0808 6.7057
H 21.1560 15.9256 8.7072
H 21.3527 17.1297 7.4610
H 21.3835 15.2869 7.1212
H 19.5094 18.3282 7.5108
H 16.8948 19.5626 6.0259
H 17.5470 19.7246 7.6246
H 15.9545 19.0468 7.5737
H 20.2139 15.7485 12.8722
H 20.2584 15.4382 14.7165
H 19.4237 16.7934 13.9865
H 19.3738 13.1272 13.0423
H 17.0022 10.6172 13.4473
H 18.5957 11.0815 13.0159
H 17.4318 11.1736 11.7876
H 15.2712 12.6346 13.7814
H 14.2008 14.2140 15.3420
H 13.8805 15.4880 14.1253
H 14.8440 15.9461 15.5126
O 8.6489 7.9097 10.5313
H 8.7532 7.3296 9.7584
H 7.7540 8.2929 10.5799
O 10.7675 9.5828 10.9812
H 10.9770 9.3356 11.8757
H 10.0315 8.9385 10.8265
O 11.5126 8.7713 6.2546
H 11.7176 8.2350 5.4976
H 10.5193 8.8399 6.2466
H 14.7647 11.4690 12.0926
*
```

The frontier orbital gap comes out at 5.64 eV. As for the energy above the lowest of the compared OMol25 structures with the same formula, charge and spin: 0.0 kcal per mole.


Entry 4:
Formula: C3H14N4Si
Source: the OMol25 dataset
Level of theory: wB97M-V/def2-TZVPD

Structure (ORCA input):
```
! RIJCOSX wB97M-V def2-TZVPD def2/J DEFGRID3
* xyz 0 1
C -2.9210 0.2748 0.2233
C -1.6287 -0.2533 -0.3778
C -0.3866 0.6266 -0.1796
N 1.2383 -2.9541 0.4986
N 2.6342 2.2295 -0.0516
N 1.2054 -1.5218 0.7590
N 2.6438 0.7962 -0.1575
Si 1.3135 -0.2490 -0.4524
H -3.2178 1.1595 -0.1686
H -3.7418 -0.4343 0.1549
H -2.9418 0.4271 1.3000
H -1.4625 -1.2525 0.1225
H -1.6745 -0.4266 -1.4319
H -0.3499 1.0215 0.7866
H -0.4211 1.2175 -1.0952
H 1.2756 -3.0646 -0.5831
H 2.1812 -3.3803 0.6086
H 3.2264 2.4447 0.7836
H 1.7079 2.6719 0.1619
H 0.6838 -1.2503 1.6100
H 3.5778 0.4467 -0.5512
H 1.3520 -1.0087 -1.7115
*
```

The frontier orbital gap comes out at 8.93 eV. As for the energy above the lowest of the compared OMol25 structures with the same formula, charge and spin: 0.0 kcal per mole. As for the SMILES: CCC[SiH](NN)NN.